59
Properties=species:S:1:pos:R:3 method="wB97M-V/def2-TZVPD" charge=-1 spin_multiplicity=1 smiles="CCOC(=O)[C@](C)(/N=C/c1ccccc1)[C@H](C1=[S@](=O)([O-])c2ccccc2S1(=O)=O)c1ccccc1"
C 0.935 -3.661 2.482
C 1.513 -2.321 2.743
O 0.753 -1.480 1.854
C 0.950 -0.199 2.080
C 0.178 0.761 1.148
C 0.157 2.050 1.984
N -1.162 0.238 0.972
C -2.401 0.422 1.003
C -3.351 -0.583 1.503
C -4.628 -0.197 1.929
C -5.406 -1.101 2.659
C -4.969 -2.420 2.866
C -3.766 -2.839 2.263
C -2.959 -1.932 1.564
O 1.736 0.213 2.921
H 1.326 -4.421 3.140
H -0.125 -3.637 2.709
H 1.113 -4.026 1.467
H 1.370 -1.997 3.767
H 2.567 -2.248 2.514
H 1.112 2.591 1.909
H -0.573 2.755 1.587
H -0.101 1.895 3.054
H -2.950 1.280 0.590
H -4.968 0.817 1.756
H -6.372 -0.806 3.071
H -5.600 -3.151 3.410
H -3.471 -3.889 2.332
H -2.018 -2.240 1.095
C -1.833 1.411 -5.815
C -1.956 0.901 -4.528
C -0.802 0.660 -3.786
C 0.454 0.978 -4.276
C 0.590 1.454 -5.590
C -0.575 1.684 -6.337
S 1.732 0.735 -2.970
O 2.305 -0.549 -3.321
O 2.567 1.914 -3.010
C 0.733 0.611 -1.556
C 1.019 1.038 -0.150
C 2.565 1.044 0.091
C 3.340 -0.111 -0.131
C 4.526 -0.248 0.594
C 5.039 0.778 1.384
C 4.400 2.028 1.383
C 3.205 2.178 0.643
S -0.926 0.386 -1.999
O -1.743 1.485 -1.514
O -1.332 -0.973 -1.750
H -2.723 1.560 -6.408
H -2.928 0.733 -4.062
H 1.593 1.710 -5.951
H -0.458 2.092 -7.328
H 0.680 2.141 -0.198
H 3.057 -0.967 -0.759
H 5.031 -1.206 0.537
H 5.913 0.589 2.007
H 4.869 2.888 1.897
H 2.770 3.181 0.531

***

68
Properties=species:S:1:pos:R:3 method="wB97M-V/def2-TZVPD" spin_multiplicity=1
Pb 0.660 0.596 -1.298
C 0.036 4.495 -1.275
C 0.471 3.961 0.055
C 0.860 4.668 1.206
C 1.154 3.697 2.136
N 0.938 2.491 1.568
N 0.527 2.656 0.289
B 1.218 1.088 2.185
N 0.036 0.087 1.933
C -0.603 -0.653 2.859
C -1.598 -1.374 2.236
C -1.503 -1.028 0.883
C -2.356 -1.475 -0.258
N -0.511 -0.159 0.711
N 2.495 0.483 1.513
C 3.671 0.131 2.066
C 4.483 -0.387 1.082
C 3.728 -0.332 -0.089
C 4.136 -0.820 -1.441
N 2.531 0.199 0.168
N 1.306 1.301 3.703
C 0.285 1.843 4.417
C 0.686 1.941 5.722
C 2.002 1.427 5.731
C 2.939 1.293 6.891
N 2.363 1.046 4.518
H 0.154 5.577 -1.303
H 0.628 4.057 -2.082
H -1.014 4.260 -1.462
H 0.918 5.737 1.336
H 1.505 3.794 3.151
H -0.309 -0.634 3.896
H -2.294 -2.061 2.691
H -2.977 -2.315 0.046
H -3.010 -0.665 -0.588
H -1.745 -1.776 -1.112
H 3.825 0.270 3.121
H 5.489 -0.762 1.192
H 5.219 -0.760 -1.540
H 3.841 -1.863 -1.576
H 3.679 -0.231 -2.232
H -0.646 2.119 3.946
H 0.124 2.327 6.558
H 2.481 1.687 7.797
H 3.199 0.248 7.059
H 3.864 1.840 6.702
S -0.021 0.686 -5.939
Sb 2.278 0.345 -5.112
S 2.547 1.842 -3.464
S -1.139 1.506 -4.414
F 1.830 -1.542 -3.657
C 1.001 -1.707 -2.438
F -0.188 -2.210 -2.962
H 1.474 -2.558 -1.934
N -6.470 -6.530 -3.760
C -5.859 -5.555 -3.752
C -5.087 -4.336 -3.749
C -3.695 -4.401 -3.781
C -2.951 -3.235 -3.803
C -3.595 -1.993 -3.810
C -4.989 -1.936 -3.760
C -5.732 -3.102 -3.729
C -2.809 -0.797 -3.925
C -2.107 0.172 -4.064
H -3.205 -5.365 -3.781
H -1.870 -3.267 -3.825
H -5.483 -0.973 -3.759
H -6.812 -3.064 -3.692

***

Calculated ΔE to the lowest compared entry with this formula, charge and spin, 15.9; 15.8 kcal/mol (same order as the records).
Calculated LUMO, 2.8; -1.4 eV (same order as the records).